S2 | the ωB97M-V functional and the def2-TZVPD basis

The LUMO energy comes out at -4.538 eV. Its charge is 0. The frontier orbital gap comes out at 5.41 eV. For the HOMO energy, the calculation gives -9.95 eV. The relative energy (zero: lowest compared OMol25 entry of this formula, charge and spin) comes out at 101.51 kcal per mole.

XYZ file:
```
2
Properties=species:S:1:pos:R:3:forces:R:3
S 0.245 -0.767 1.135 -0.90 2.82 -4.18
S -0.245 0.767 -1.135 0.90 -2.82 4.18
```
Forces are in eV/Å.

Just the natural (NBO) charges please, in e? Sure, here they are:
1. S 0.000
2. S 0.000